Density functional theory data (the ωB97M-V functional and the def2-TZVPD basis) for a structure of composition C35H40N10O2SV in a non-equilibrium geometry.

Calculated values
energy	-92462.395	eV
Kohn-Sham gap (alpha / beta)	5.379 / 5.352	eV
F_max	2.05	eV Å⁻¹
multiplicity	2
HOMO energy (alpha / beta)	-5.79 / -5.75	eV

Last column: Löwdin spin population.
Element x y z (Å)
V 0.25442 0.26237 -1.12726  0.848
O 2.74568 1.72435 -4.07912  0.007
C 2.10600 1.02794 -3.29932  0.002
N 0.97181 1.33695 -2.63607  0.002
C 0.40188 2.61323 -2.76353  0.007
C 0.49492 3.49067 -3.84146  0.000
C -0.08958 4.74650 -3.75316  0.003
C -0.74179 5.14790 -2.59676  0.000
C -0.84767 4.27443 -1.52429  0.002
C -0.31034 2.99959 -1.62095  0.004
N -0.44131 2.04162 -0.59484  0.019
C 0.25695 2.31296 0.53559  0.002
O 1.26652 3.03339 0.58329  -0.003
C -0.31877 1.84540 1.85828  0.001
C 0.34456 2.27587 3.00972  0.001
C -0.21674 2.03758 4.24979  0.000
C -1.45056 1.40726 4.30510  0.001
C -2.04390 1.03508 3.10997  0.000
N -1.49842 1.22333 1.91081  0.001
C 2.67782 -0.30666 -2.91564  0.030
C 4.04272 -0.50158 -2.93117  -0.004
C 4.59221 -1.70694 -2.53268  0.035
C 3.71903 -2.73590 -2.17752  -0.001
C 2.36691 -2.53966 -2.22262  0.027
N 1.83314 -1.31722 -2.52337  0.006
H 1.03488 3.19960 -4.72795  0.000
H -0.02374 5.42363 -4.59540  0.000
H -1.16400 6.14251 -2.52653  0.000
H -1.34458 4.56801 -0.60670  0.000
H 1.27163 2.81633 2.88732  0.000
H 0.28358 2.35855 5.15500  0.000
H -1.94670 1.21758 5.24761  0.000
H -3.02347 0.56909 3.11735  0.000
H 4.65062 0.32820 -3.26394  -0.001
H 5.66299 -1.85081 -2.51514  0.002
H 4.09741 -3.70702 -1.89009  -0.001
H 1.64610 -3.30782 -1.99158  0.001
C -5.07718 -0.81097 -0.16341  0.001
N -3.66934 -0.87530 0.18690  0.004
C -3.40083 -1.60555 1.40565  0.000
C -2.70604 -0.36965 -0.63649  0.006
N -1.45017 -0.75770 -0.62139  -0.003
C -1.05181 -2.03936 -0.21729  0.000
C -1.76044 -3.19656 -0.53764  -0.002
C -1.25714 -4.45037 -0.22804  -0.002
C -0.01947 -4.56598 0.38378  -0.003
C 0.70925 -3.42511 0.68665  -0.003
C 0.20690 -2.15596 0.39990  -0.001
N 0.95634 -0.96985 0.55809  0.002
C 1.74964 -0.78920 1.59205  0.004
N 1.53950 -1.38693 2.81186  0.001
C 2.60845 -2.02794 3.54920  0.000
C 0.20537 -1.67302 3.29669  0.000
N 2.81438 0.04472 1.54239  0.001
C 3.38810 0.52863 0.30127  -0.004
C 3.31475 0.73404 2.71769  0.000
N -3.15910 0.60438 -1.47766  0.004
C -2.57868 0.80093 -2.79505  -0.001
C -3.79722 1.78565 -0.91675  0.001
H -5.53355 -1.78514 0.02825  0.000
H -5.18881 -0.56953 -1.21605  0.000
H -5.61113 -0.06212 0.42888  0.000
H -3.50070 -2.68507 1.26300  0.000
H -4.11777 -1.28953 2.16742  0.000
H -2.39538 -1.39742 1.75439  0.000
H -2.68509 -3.10429 -1.09281  0.000
H -1.82012 -5.33467 -0.49712  0.000
H 0.39602 -5.54233 0.59945  0.000
H 1.70135 -3.51258 1.11498  0.000
H 3.54885 -1.94228 3.01034  0.000
H 2.37689 -3.09121 3.67380  0.000
H 2.72394 -1.59144 4.54567  0.000
H -0.51829 -1.08866 2.73702  0.000
H 0.14852 -1.38175 4.34933  0.000
H -0.05094 -2.73348 3.21175  0.000
H 4.47051 0.37588 0.31524  0.000
H 3.17172 1.59011 0.16430  0.000
H 2.97722 -0.02316 -0.53121  -0.002
H 2.62537 0.62517 3.54991  0.000
H 3.41394 1.79539 2.48359  0.000
H 4.29925 0.35887 3.01231  0.000
H -2.11318 -0.11933 -3.13748  0.000
H -1.84358 1.60842 -2.82141  0.000
H -3.38958 1.05924 -3.48156  0.000
H -4.10549 1.59658 0.10952  0.000
H -4.66794 2.06547 -1.51620  0.000
H -3.09262 2.61963 -0.91458  0.000
S -0.48338 -2.20055 -3.35333  0.014
C 0.43850 -1.12542 -2.50854  -0.008

=====

Density functional theory data (the ωB97M-V functional and the def2-TZVPD basis) for the molecule C4H8O2 in a non-equilibrium geometry.

Calculated values
energy	-8371.626	eV
Kohn-Sham gap	10.196	eV
F_max	3.08	eV Å⁻¹
relative energy (zero: lowest compared OMol25 entry of this formula, charge and spin)	38.2	kcal per mole
multiplicity	1
HOMO energy	-9.54	eV
structure (SMILES)	CC(=O)[C@@H](C)O

Last column: natural (NBO) charge in e.
Element x y z (Å)
C 0.66882 -0.97654 -1.38426  -0.721
C 0.49186 -0.68596 0.05846  0.584
O 1.34031 -1.00716 0.87116  -0.565
C 0.13145 1.31953 1.10952  -0.653
C -0.68748 0.17974 0.51342  -0.016
O -1.62485 0.45206 -0.51268  -0.711
H 1.68969 -1.33062 -1.52445  0.239
H 0.46246 -0.08775 -1.98423  0.246
H -0.05449 -1.74677 -1.65762  0.235
H 0.90705 0.57533 1.58898  0.275
H -0.41567 1.92948 1.83557  0.214
H 0.47874 1.99472 0.29828  0.212
H -1.18092 -0.29524 1.36781  0.188
H -2.20696 -0.32082 -0.57995  0.472

=====

Density functional theory data (the ωB97M-V functional and the def2-TZVPD basis) for the molecule C4H7N3OS in a non-equilibrium geometry.

Calculated values
energy	-21611.209	eV
Kohn-Sham gap (alpha / beta)	8.532 / 8.532	eV
F_max	8.22	eV Å⁻¹
relative energy (zero: lowest compared OMol25 entry of this formula, charge and spin)	83.4	kcal per mole
multiplicity	1
HOMO energy (alpha / beta)	-8.83 / -8.83	eV

Last column: natural (NBO) charge in e.
Element x y z (Å)
C 2.76159 -1.13825 0.34068  0.350
C 0.56297 -0.16922 0.75140  0.309
C -1.65211 -1.39807 1.03198  -0.407
C 1.79052 1.61162 -1.06299  -0.795
N 3.91419 -1.18071 0.25836  -0.435
N 1.49107 -1.35505 0.38595  -0.622
N -0.71292 -0.28172 0.87271  -0.534
O -0.01965 2.28896 0.76116  -0.994
S 1.26725 1.51345 0.72163  1.244
H -1.70680 -1.75410 2.07076  0.218
H -2.59887 -1.03204 0.85076  0.214
H -1.44086 -2.28625 0.51523  0.235
H 2.18258 2.57014 -1.34152  0.252
H 0.84352 1.42334 -1.63915  0.240
H 2.53341 0.69213 -1.15913  0.274
H -1.21410 0.64379 0.91001  0.453

=====

Density functional theory data (the ωB97M-V functional and the def2-TZVPD basis) for a structure of composition C29H26N10O2S2Ti in a non-equilibrium geometry.

Calculated values
energy	-94277.410	eV
Kohn-Sham gap (alpha / beta)	6.049 / 7.705	eV
F_max	3.92	eV Å⁻¹
relative energy (zero: lowest compared OMol25 entry of this formula, charge and spin)	16.9	kcal per mole
multiplicity	3
HOMO energy (alpha / beta)	-6.13 / -7.75	eV

Last column: Löwdin spin population.
Element x y z (Å)
Ti 11.09794 10.79071 11.69720  1.681
C 11.96606 11.83520 14.48239  0.009
N 12.44083 10.71027 13.70595  0.010
C 12.31437 9.35518 14.34441  0.006
C 10.92561 8.89154 14.21622  0.025
C 10.47887 7.83575 15.05338  -0.001
C 9.22332 7.41742 14.81835  0.020
C 8.43357 7.93928 13.75510  -0.005
C 9.03207 8.84969 12.92864  0.017
N 10.22857 9.37196 13.14825  0.014
C 13.88221 10.82728 13.39494  0.005
C 14.17807 10.01969 12.18424  0.018
C 15.44201 9.61781 11.89998  -0.002
C 15.66944 8.87991 10.73831  0.022
C 14.58953 8.55476 9.96425  -0.002
C 13.34056 9.06136 10.28364  0.022
N 13.09410 9.78308 11.37408  0.013
C 11.90574 13.03916 13.54951  0.019
C 11.96292 14.27822 14.16787  -0.001
C 11.86202 15.38303 13.35404  0.018
C 11.67861 15.16416 11.99786  -0.002
C 11.59630 13.87796 11.46686  0.018
N 11.60669 12.82031 12.25827  0.013
H 12.59583 12.17014 15.30706  0.001
H 10.96115 11.54367 14.87276  0.002
H 12.75259 9.31479 15.38779  0.000
H 12.83636 8.72803 13.68217  0.001
H 11.21672 7.41692 15.75794  0.000
H 8.82153 6.58972 15.37488  0.001
H 7.44076 7.67136 13.63733  -0.001
H 8.50888 9.25780 12.05224  0.002
H 14.48963 10.42589 14.22136  0.000
H 14.16478 11.92184 13.25095  0.001
H 16.25836 9.88876 12.54161  -0.001
H 16.62961 8.49706 10.51985  0.002
H 14.57550 7.98626 9.05203  -0.001
H 12.51070 8.89774 9.53445  0.001
H 12.13620 14.46604 15.23676  0.000
H 11.85834 16.36561 13.71594  0.001
H 11.49948 16.02911 11.40551  -0.001
H 11.33549 13.71819 10.40567  0.001
N 17.26964 10.12427 7.39832  0.000
C 15.97079 10.58523 7.54481  0.000
C 14.93216 10.06401 6.77276  0.000
C 13.66785 10.64863 6.80304  0.001
C 13.36424 11.50943 7.87112  0.000
C 14.39830 12.07816 8.58146  0.000
C 15.75881 11.60596 8.42140  0.000
S 11.77706 12.10036 8.07109  0.002
O 11.00916 11.88629 6.85494  0.000
O 11.98869 13.49334 8.46856  0.000
N 11.10089 11.33657 9.28469  0.007
C 10.44407 10.16482 9.05843  0.006
S 9.60695 9.66676 7.63536  0.001
C 9.07246 8.22226 8.45274  0.001
C 9.66492 8.18613 9.65957  0.002
N 10.42391 9.25428 10.01701  0.007
H 17.56486 9.86547 6.44929  0.000
H 17.92381 10.80449 7.84130  0.000
H 15.19689 9.49395 5.91540  0.000
H 12.89354 10.32984 6.09169  0.000
H 14.26672 12.95130 9.26621  0.000
H 16.51418 12.07164 9.03188  0.000
H 8.48886 7.48737 8.01319  0.000
H 9.54300 7.36726 10.46527  0.000
N 5.37261 10.27462 12.37982  0.002
C 6.04501 11.19308 12.26888  0.002
N 6.74091 12.30147 12.18190  0.011
C 8.00491 12.08095 11.98549  0.017
N 9.15470 11.92396 11.85359  0.012